Here is C54H57Ge2IOPdS5Se as an isolated structure from the OMol25 dataset. Energies are from ωB97M-V with the def2-TZVPD basis set.

Results
Expectation value of S²: 6.02
Kohn-Sham gap (alpha / beta), eV: 5.291 / 5.944
LUMO level (alpha / beta), eV: 3.91 / 3.61
Energy above the lowest of the compared OMol25 structures with the same formula, charge and spin, kcal per mole: 0.14
Total charge: -2
Spin multiplicity: 5
E_tot, Ha: -11139.32251
Largest force on an atom, eV/Å: 0.61

Geometry as XYZ:
```
122
Properties=species:S:1:pos:R:3:lowdin_spin:R:1
Pd 2.3802 -0.5971 -2.2101 1.18
C 1.9709 1.7697 6.8752 0.00
C 1.4251 2.2161 5.5461 0.00
C 2.2593 2.7513 4.5767 0.00
C 1.7634 3.2358 3.3705 0.00
C 2.6995 3.8150 2.3476 0.00
C 0.3902 3.1685 3.1295 0.00
C -0.4620 2.5889 4.0721 0.00
C -1.9350 2.4480 3.8005 0.00
C 0.0668 2.1283 5.2701 0.00
C -0.1817 3.8311 1.9175 0.00
C -0.6510 5.1291 2.1169 0.00
C -1.1627 5.8683 1.0671 0.00
C -1.2080 5.2992 -0.1935 0.00
C -0.7576 4.0001 -0.4109 0.00
C -0.2389 3.2408 0.6519 0.00
Ge 0.4641 1.4135 0.3067 0.02
S 2.3904 1.4558 -0.6380 0.10
S 0.4088 0.0861 2.1367 0.00
Ge -0.1028 -1.4281 0.5315 0.02
S 1.5858 -2.3209 -0.4409 0.13
S -1.0642 0.1479 -0.7730 0.09
C -1.4353 -2.7723 1.1565 0.00
C -1.3530 -3.3567 2.4289 0.00
C -2.2838 -4.3116 2.8313 0.00
C -3.3051 -4.7071 1.9856 0.00
C -3.3873 -4.1446 0.7240 0.00
C -2.4604 -3.1953 0.3012 0.00
C -2.6251 -2.6614 -1.0851 0.00
C -1.9766 -3.2562 -2.1674 0.01
C -1.0812 -4.4569 -2.0358 0.00
C -2.1850 -2.7299 -3.4426 0.02
C -3.0189 -1.6503 -3.6636 0.01
C -3.2151 -1.0934 -5.0450 0.00
C -3.6665 -1.0820 -2.5706 0.00
C -3.4814 -1.5696 -1.2886 0.00
C -4.1276 -0.8800 -0.1179 0.00
C -0.2800 -2.9961 3.4018 0.00
C 0.9698 -3.6119 3.3338 0.00
C 1.2797 -4.6855 2.3284 0.01
C 1.9635 -3.2060 4.2222 0.00
C 1.7325 -2.2372 5.1836 0.00
C 2.8434 -1.7475 6.0705 0.00
C 0.4574 -1.6920 5.2784 0.00
C -0.5495 -2.0540 4.3999 0.00
C -1.8987 -1.3967 4.4816 0.00
C -0.8605 3.4894 -1.8118 0.00
C 0.1839 3.6902 -2.7147 0.00
C 1.4285 4.4539 -2.3556 0.00
C 0.0420 3.2299 -4.0221 0.01
C -1.1235 2.6240 -4.4583 0.02
C -1.2446 2.1262 -5.8705 0.01
C -2.1702 2.4745 -3.5528 0.01
C -2.0583 2.8983 -2.2375 0.00
C -3.2140 2.7202 -1.2895 0.00
H 3.0548 1.6627 6.8391 0.00
H 1.5495 0.8113 7.1799 0.00
H 1.7326 2.4938 7.6587 0.00
H 3.3268 2.8051 4.7624 0.00
H 3.6854 3.9844 2.7819 0.00
H 2.3236 4.7608 1.9539 0.00
H 2.8164 3.1394 1.4955 0.01
H -2.1303 2.3340 2.7351 0.00
H -2.4916 3.3225 4.1497 0.00
H -2.3280 1.5694 4.3118 0.00
H -0.5984 1.6763 5.9990 0.00
H -0.5948 5.5529 3.1132 0.00
H -1.5128 6.8814 1.2272 0.00
H -1.5925 5.8599 -1.0376 0.00
H -2.1906 -4.7419 3.8219 0.00
H -4.0245 -5.4537 2.3027 0.00
H -4.1690 -4.4469 0.0367 0.00
H -0.9215 -4.7449 -0.9988 0.00
H -0.0994 -4.2494 -2.4643 0.00
H -1.5175 -5.3056 -2.5699 0.00
H -1.6558 -3.1759 -4.2781 0.00
H -2.4459 -1.4591 -5.7241 0.00
H -3.1625 -0.0048 -5.0360 0.00
H -4.1900 -1.3752 -5.4531 0.00
H -4.3012 -0.2142 -2.7173 0.00
H -4.7535 -0.0550 -0.4584 0.00
H -3.3599 -0.4737 0.5454 0.00
H -4.7401 -1.5639 0.4721 0.00
H 0.3800 -5.2046 1.9988 0.00
H 1.9647 -5.4172 2.7599 0.00
H 1.7473 -4.2527 1.4414 0.01
H 2.9470 -3.6576 4.1449 0.00
H 3.6538 -2.4749 6.1256 0.00
H 2.4898 -1.5485 7.0836 0.00
H 3.2582 -0.8164 5.6772 0.00
H 0.2525 -0.9317 6.0225 0.00
H -1.9532 -0.7474 5.3553 0.00
H -2.7046 -2.1311 4.5388 0.00
H -2.0683 -0.7870 3.5921 0.00
H 1.5689 4.5309 -1.2796 0.00
H 1.3736 5.4645 -2.7730 0.00
H 2.3031 3.9522 -2.7679 0.00
H 0.8767 3.3461 -4.7045 0.00
H -0.5620 2.6592 -6.5319 0.00
H -2.2619 2.2504 -6.2482 0.00
H -0.9929 1.0650 -5.9275 0.01
H -3.0946 2.0065 -3.8753 0.00
H -4.0821 2.3286 -1.8203 0.00
H -3.4927 3.6634 -0.8138 0.00
H -2.9577 2.0161 -0.4963 0.00
O 4.7124 -0.8407 -0.8468 0.03
H 4.0654 -0.8641 -0.1246 0.00
H 4.7840 0.1034 -1.0582 0.00
I 3.7486 1.1056 -4.0489 0.25
Se 0.4694 -0.5034 -3.5670 1.66
S 2.8781 -2.8186 -3.3974 0.27
C 3.5943 -2.4576 -4.9618 0.02
C 4.9757 -2.2834 -5.0883 0.02
C 5.5550 -2.0299 -6.3194 0.00
C 4.7701 -1.9315 -7.4613 0.02
C 3.3951 -2.0910 -7.3495 0.00
C 2.8177 -2.3538 -6.1187 0.02
H 5.5810 -2.3264 -4.1920 0.00
H 6.6270 -1.8849 -6.3850 0.00
H 5.2222 -1.7168 -8.4223 0.00
H 2.7660 -1.9998 -8.2274 0.00
H 1.7437 -2.4703 -6.0305 0.01
```